{"formula": "C14H18ClEuV", "method": "ωB97M-V/def2-TZVPD", "symbols": ["V", "Cl", "C", "H", "H", "H", "Eu", "C", "C", "C", "H", "H", "H", "H", "H", "H", "H", "H", "C", "C", "C", "C", "C", "C", "C", "C", "C", "C", "H", "H", "H", "H", "H", "H", "H"], "positions_angstrom": [[-0.74, 0.20, -0.52], [-0.36, -2.05, -0.88], [-0.83, 1.59, -1.97], [-0.79, 2.54, -1.40], [-1.74, 1.55, -2.59], [0.09, 1.52, -2.57], [-3.03, -2.10, -1.14], [-2.98, -2.79, -3.46], [-3.53, -3.91, 0.39], [-2.51, 0.36, -0.29], [-3.41, -3.55, 1.43], [-4.61, -4.11, 0.18], [-2.90, -4.79, 0.16], [-2.91, -1.90, -4.10], [-2.14, -3.50, -3.60], [-3.96, -3.30, -3.60], [-3.19, 0.70, -1.13], [-3.21, 0.06, 0.53], [2.51, 2.66, 3.52], [1.14, 2.49, 3.22], [0.72, 1.84, 2.06], [1.67, 1.29, 1.18], [1.32, 0.55, 0.02], [2.27, -0.01, -0.80], [3.64, 0.12, -0.48], [4.03, 0.83, 0.64], [3.07, 1.43, 1.49], [3.46, 2.15, 2.64], [2.82, 3.18, 4.42], [0.39, 2.88, 3.91], [-0.35, 1.75, 1.84], [2.04, -0.57, -1.71], [4.41, -0.34, -1.11], [5.07, 0.93, 0.92], [4.52, 2.28, 2.84]], "homo_lumo_gap_ha": [0.164, 0.198], "spin_multiplicity": 10, "fmax_ev_per_a": 3.8, "charge": -2, "relative_energy_kj_mol": 0.0, "homo_ev": [0.462, -0.475], "lumo_ev": [4.9, 4.9]}